1.
ORCA calculation (wB97M-V/def2-TZVPD) on C22H35CeO3 as an isolated structure.

- Energy relative to the best compared isomer or geometry (same formula, charge and spin): 0.0 kJ/mol
- Calculated total energy: -1559.885768 hartree
- Multiplicity: 1
- Total charge: +1
- Frontier orbital gap (alpha / beta): 7.9 / 7.9 eV
- Strongest force on any atom: 1.69 eV/Å
- E_LUMO (alpha / beta): -3.89 / -3.89 eV

Geometry as XYZ:
```
61
C22H35CeO3 | the Open Molecules 2025 dataset | wB97M-V/def2-TZVPD
O -2.365 1.357 -1.190
C -3.532 2.165 -0.744
C -4.478 1.442 -1.695
H -3.358 3.223 -0.961
H -3.721 1.988 0.324
C -3.255 0.607 -2.103
H -4.800 1.979 -2.588
H -5.318 0.933 -1.208
C -2.851 0.854 -3.541
H -2.771 1.937 -3.731
H -3.626 0.442 -4.203
H -1.895 0.370 -3.776
C -3.445 -0.842 -1.734
H -3.792 -0.935 -0.697
H -2.537 -1.440 -1.879
H -4.227 -1.252 -2.389
Ce -0.164 0.650 -0.042
C 0.181 -1.469 1.597
C 0.217 -0.371 2.501
C -1.084 0.219 2.538
H 1.071 -0.109 3.134
C -1.928 -0.519 1.647
C -1.145 -1.570 1.071
H -1.521 -2.365 0.424
H 1.007 -2.152 1.411
H -1.396 1.035 3.193
H -2.999 -0.370 1.492
C 1.966 -0.578 -0.847
C 0.873 -1.388 -1.314
C 0.237 -0.701 -2.389
H 0.593 -2.374 -0.953
C 0.927 0.539 -2.590
C 1.989 0.615 -1.639
H 2.728 1.415 -1.561
H 2.696 -0.860 -0.084
H -0.554 -1.108 -3.017
H 0.712 1.260 -3.385
O -4.880 3.981 -2.385
C -6.089 3.628 -3.093
C -6.979 4.867 -3.279
H -6.652 2.894 -2.495
H -5.833 3.141 -4.048
C -6.373 5.895 -2.302
H -8.019 4.622 -3.029
H -6.918 5.197 -4.323
C -5.009 5.321 -1.887
H -7.007 5.969 -1.412
H -6.254 6.877 -2.763
H -4.864 5.310 -0.790
H -4.190 5.916 -2.323
C 1.387 3.068 3.024
C 1.996 2.742 1.672
C 3.294 1.949 1.736
O 1.026 2.031 0.874
H 1.116 2.156 3.567
H 0.489 3.681 2.895
H 2.101 3.631 3.627
H 2.200 3.693 1.157
H 3.131 0.976 2.219
H 3.700 1.784 0.734
H 4.033 2.501 2.321
```

2.
ORCA calculation (wB97M-V/def2-TZVPD) on a 5-piece molecular cluster, H10O5 overall.

- Energy relative to the best compared isomer or geometry (same formula, charge and spin): 111.7 kJ/mol
- Calculated total energy: -382.181639 hartree
- Multiplicity: 1
- Frontier orbital gap: 11.1 eV
- Strongest force on any atom: 1.96 eV/Å
- E_LUMO: 0.35 eV

Geometry as XYZ:
```
15
H10O5 | the Open Molecules 2025 dataset | wB97M-V/def2-TZVPD
O -28.824 -7.664 1.527
H -28.659 -6.762 1.166
H -28.594 -8.175 0.763
O -28.807 -3.299 4.437
H -28.507 -4.208 4.451
H -28.550 -2.923 3.589
O -25.521 -5.826 2.968
H -25.114 -4.991 3.243
H -26.326 -5.872 3.462
O -27.981 -5.873 4.112
H -27.739 -6.050 5.010
H -28.903 -6.205 3.978
O -26.364 -6.575 6.353
H -26.822 -6.268 7.153
H -25.672 -7.090 6.763
```

3.
ORCA calculation (wB97M-V/def2-TZVPD) on C25H33N3PRhTe as an isolated structure.

- Energy relative to the best compared isomer or geometry (same formula, charge and spin): 0.0 kJ/mol
- Calculated total energy: -1856.654801 hartree
- Multiplicity: 1
- Frontier orbital gap: 6.1 eV
- Strongest force on any atom: 0.67 eV/Å
- E_LUMO: 0.30 eV

Geometry as XYZ:
```
64
C25H33N3PRhTe | the Open Molecules 2025 dataset | wB97M-V/def2-TZVPD
Rh 0.109 -0.065 -0.061
N 1.374 0.902 -1.929
C 0.660 2.027 -2.544
C -0.845 1.826 -2.428
N -1.252 1.473 -1.066
C -1.365 2.604 -0.130
C -0.049 2.919 0.558
N 0.529 1.683 1.106
H 2.342 1.146 -1.754
H 1.391 0.120 -2.573
H 0.916 2.151 -3.602
H 0.955 2.949 -2.046
H -1.141 1.012 -3.085
H -1.355 2.733 -2.777
H -2.150 0.999 -1.076
H -2.080 2.296 0.634
H -1.742 3.501 -0.637
H -0.226 3.661 1.341
H 0.671 3.353 -0.133
H 0.051 1.422 1.978
H 1.517 1.804 1.298
C -1.812 -1.420 -3.734
C -0.321 -1.605 -3.849
C 0.266 -1.380 -5.093
C 1.623 -1.558 -5.309
C 2.429 -1.968 -4.260
C 1.868 -2.189 -3.011
C 0.499 -2.017 -2.781
P -0.114 -2.132 -1.039
C -1.634 -3.185 -1.211
C -2.744 -2.710 -0.507
C -3.975 -3.342 -0.546
C -4.126 -4.489 -1.300
C -3.040 -4.977 -2.005
C -1.790 -4.360 -1.983
C -0.752 -5.054 -2.839
C 1.188 -3.113 -0.214
C 1.501 -4.453 -0.456
C 2.616 -5.029 0.120
C 3.436 -4.266 0.950
C 3.114 -2.952 1.219
C 1.975 -2.356 0.662
C 1.562 -0.972 1.064
H -2.164 -0.731 -4.503
H -2.118 -1.046 -2.758
H -2.335 -2.369 -3.873
H -0.368 -1.061 -5.913
H 2.044 -1.376 -6.289
H 3.492 -2.112 -4.406
H 2.507 -2.494 -2.194
H -2.651 -1.824 0.110
H -4.800 -2.932 0.021
H -5.077 -5.006 -1.342
H -3.156 -5.874 -2.604
H -1.190 -5.298 -3.808
H -0.458 -6.003 -2.386
H 0.140 -4.472 -3.019
H 0.888 -5.049 -1.111
H 2.853 -6.067 -0.079
H 4.315 -4.711 1.401
H 3.731 -2.368 1.892
H 2.453 -0.328 1.098
H 1.186 -1.028 2.094
Te -1.711 -0.461 1.908
```

Question: calculated total energy of number 3 (C25H33N3PRhTe)?
Answer: -1856.654801 hartree

Question: Among the records above, which one has the highest calculated total energy?
Answer: H10O5